[1]
Density functional theory data (wB97M-V/def2-TZVPD) for a molecular structure, C39H27F5N11O6RbS3 at a distorted geometry.

Strongest force on any atom: 1.29 eV Å⁻¹
Orbital gap: 5.3 eV
Highest occupied orbital energy: -2.34 eV
DFT total energy: -116304.172 eV
Relative energy (zero: lowest compared OMol25 entry of this formula, charge and spin): 14.9 kcal per mole

ORCA input file:
```
! wB97M-V def2-TZVPD RIJCOSX def2/J DEFGRID3
* xyz -2 1
H 1.759 2.452 -0.769
C 2.254 1.558 -4.003
S 3.457 -1.149 -0.709
N -1.654 -4.495 0.096
H -0.043 -0.910 1.916
H 1.058 -2.710 0.020
H 1.524 10.662 -0.495
C 3.563 2.711 -1.885
C -4.653 -6.566 0.620
F -2.264 -0.177 4.387
C 1.277 0.751 2.222
O 0.008 -0.036 -2.730
H 2.828 -4.970 -3.444
F -7.354 -0.707 2.595
N -5.658 -9.934 0.583
C -3.834 -5.458 0.522
C 0.166 1.214 -2.641
H 2.079 6.623 0.883
N 0.619 2.831 1.732
N -0.444 5.897 0.533
C 3.379 0.239 3.257
H 5.269 2.906 -3.178
C 1.447 7.409 0.494
H 1.960 -3.092 -4.585
Rb -1.482 0.525 -0.451
H 2.801 2.203 2.578
H 3.703 -3.923 -1.159
C 2.524 1.164 2.687
H 1.768 1.082 -4.843
C -3.518 -0.300 3.933
S -2.025 3.537 1.093
C 1.592 1.717 -2.797
O 3.646 1.316 -6.324
C 1.942 8.671 0.218
C -0.323 3.789 1.244
C 0.908 -0.583 2.315
N 0.320 4.896 1.014
H -2.378 -9.000 0.002
H -1.781 7.925 -0.419
C -1.961 -6.901 0.036
O -0.708 2.051 -2.401
N 3.252 -3.522 -1.963
C 3.561 2.001 -4.122
S -5.370 -2.012 0.736
C -0.270 -4.456 0.179
O 3.754 3.241 0.347
N 1.967 -1.957 -2.811
C 4.247 2.579 -3.076
C -3.772 -0.988 2.761
H 1.320 -1.135 -2.778
C -4.136 -7.847 0.429
F -2.696 -1.504 2.127
H 0.519 -3.275 -3.571
C -0.218 9.395 -0.506
H 2.992 8.872 0.397
C 2.312 -4.278 -2.779
F -4.341 0.906 5.800
C -2.782 -8.007 0.144
C 1.124 9.679 -0.281
N 0.306 1.635 1.640
H 0.321 -5.319 0.425
H 1.468 -2.543 2.972
H -5.698 -6.433 0.863
C 1.602 -3.151 -3.553
C -5.052 -1.172 2.224
C 1.765 -1.503 2.902
C -2.061 -3.210 -0.158
C 2.868 -2.207 -1.859
H 1.605 -4.841 -2.162
C 0.076 -3.158 -0.014
C -0.734 8.139 -0.239
H -4.240 -4.469 0.724
C 2.251 2.307 -1.722
O 5.422 3.695 -0.937
C -5.848 0.089 4.167
C -2.485 -5.623 0.215
H -1.432 5.685 0.395
N -1.051 -2.392 -0.231
C 0.092 7.125 0.268
C -4.563 0.246 4.651
C -6.074 -0.599 2.991
O 5.416 2.202 -5.483
F -6.880 0.609 4.857
C 3.001 -1.095 3.377
H -0.875 10.163 -0.897
H 4.353 0.558 3.609
H -3.105 -2.921 -0.205
H 3.675 -1.814 3.827
N 4.258 1.836 -5.410
C -4.986 -9.003 0.520
N 4.287 3.295 -0.737
H -0.916 -7.036 -0.203
*
```

Löwdin population analysis, charges in e, atoms 1 to 6: number 1, H, carries 0.1235; number 2, C, carries 0.0731; number 3, S, carries 0.5991; number 4, N, carries -0.0107; number 5, H, carries 0.0799; number 6, H, carries 0.0752

***

[2]
Density functional theory data (wB97M-V/def2-TZVPD) for a single C15H16O4S molecule.

Strongest force on any atom: 0.70 eV Å⁻¹
Orbital gap: 8.9 eV
Highest occupied orbital energy: -8.21 eV
DFT total energy: -34839.073 eV
Structure (SMILES): COC(=O)c1sc(OC)cc1OCc1ccc(C)cc1
Relative energy (zero: lowest compared OMol25 entry of this formula, charge and spin): 0.0 kcal per mole

ORCA input file:
```
! wB97M-V def2-TZVPD RIJCOSX def2/J DEFGRID3
* xyz 0 1
H -1.346 -1.430 -3.243
H 0.237 -0.169 2.529
H -0.528 -0.338 -4.396
H -1.847 0.286 -3.365
O 1.625 -1.917 1.255
O 4.172 1.950 0.283
C 4.268 2.971 -0.686
H -2.052 -2.597 -0.125
C 3.019 -0.051 0.908
C 1.964 -0.890 0.466
C -2.850 0.392 1.258
S 2.143 1.032 -1.258
H -3.607 2.362 1.632
H 0.262 -3.077 0.202
H -4.743 1.059 1.980
O -0.078 -0.032 -2.417
H -4.414 1.506 0.309
H 5.063 3.633 -0.350
C -3.964 1.393 1.294
H 3.575 -0.243 1.805
C 0.413 -1.010 -1.625
H 0.281 -3.193 1.982
C 1.403 -0.460 -0.725
C 3.244 1.011 0.084
C -0.663 -0.342 1.957
H 3.327 3.525 -0.763
C -0.783 -1.496 1.196
H -3.874 -0.947 -0.059
C -2.972 -0.774 0.510
H -1.568 1.488 2.575
C -1.952 -1.705 0.476
C -1.683 0.591 1.983
H 4.515 2.557 -1.668
C 0.337 -2.504 1.132
O 0.084 -2.172 -1.723
C -1.008 -0.407 -3.417
*
```

natural (NBO) population analysis, charges in e, atoms 1 to 6: number 1, H, carries 0.2147; number 2, H, carries 0.2158; number 3, H, carries 0.1856; number 4, H, carries 0.1911; number 5, O, carries -0.4744; number 6, O, carries -0.4784

***

[3]
Density functional theory data (wB97M-V/def2-TZVPD) for 2 unconnected molecules or ions with the total composition C22H30O4 at a distorted geometry.

Strongest force on any atom: 1.73 eV Å⁻¹
Orbital gap: 2.4 eV
Highest occupied orbital energy: -5.56 eV
DFT total energy: -31486.737 eV
Relative energy (zero: lowest compared OMol25 entry of this formula, charge and spin): 123.5 kcal per mole

ORCA input file:
```
! wB97M-V def2-TZVPD RIJCOSX def2/J DEFGRID3
* xyz 0 1
H 0.773 -2.344 -3.901
H -0.998 -1.308 4.052
H -3.179 -1.793 -5.542
H -0.180 -2.622 3.233
C -0.231 -0.482 1.428
H 3.654 1.928 2.689
H 3.686 0.447 3.689
H 4.374 0.247 -3.413
C -0.010 0.738 2.235
H -2.010 -3.512 4.623
C 4.586 0.233 1.732
H -3.194 -2.489 3.808
C -2.251 -3.024 3.677
H 4.591 -0.857 1.823
C 3.574 0.836 2.668
C -3.272 2.218 2.528
C 1.565 1.611 -3.258
C -0.076 -1.699 -4.123
H -1.258 -3.288 -4.956
O 2.285 0.444 2.147
O -2.223 1.364 2.029
C 0.020 -0.308 -3.822
C -2.188 0.003 -4.840
H 3.453 2.725 -2.935
H 4.018 0.384 -1.679
C -1.049 0.534 -4.241
H -4.863 1.030 1.690
H 4.351 0.497 0.692
C -1.126 -2.071 3.273
C -1.361 -1.417 1.924
H -0.957 1.621 -4.105
H 2.661 -1.227 -3.762
H -2.926 3.262 2.526
H 5.587 0.599 1.965
H -2.284 -0.828 1.949
H -0.471 -0.192 0.389
C 2.911 1.782 -2.972
O 1.524 1.848 3.714
H 0.856 2.404 -3.494
C -1.213 -2.223 -4.728
H 2.311 -1.237 -2.043
H -5.221 2.757 1.828
H -3.526 1.923 3.557
H -2.404 -3.802 2.924
C 1.282 1.087 2.794
H -1.462 -2.199 1.160
C -4.437 2.033 1.593
H -4.121 2.185 0.554
H 0.740 -1.000 1.416
H -2.996 0.673 -5.153
C 3.577 0.461 -2.688
O -1.125 2.243 3.761
C 2.419 -0.578 -2.908
C -2.283 -1.382 -5.068
C -1.105 1.521 2.781
C 1.202 0.243 -3.222
*
```

natural (NBO) population analysis, charges in e, atoms 1 to 6: number 1, H, carries 0.2076; number 2, H, carries 0.2103; number 3, H, carries 0.2263; number 4, H, carries 0.1866; number 5, C, carries -0.4175; number 6, H, carries 0.1937

***

[4]
Density functional theory data (wB97M-V/def2-TZVPD) for 3 unconnected molecules or ions with the total composition C24H40N3O11P at a distorted geometry.

Strongest force on any atom: 9.52 eV Å⁻¹
Orbital gap: 6.4 eV
Highest occupied orbital energy: -8.40 eV
DFT total energy: -61801.197 eV
Structure (SMILES): CC(=O)OC(=O)CN1C(=O)c2ccc(P(O)O)cc2C1=O.COCCNCCOC.COCCNCCOC

ORCA input file:
```
! wB97M-V def2-TZVPD RIJCOSX def2/J DEFGRID3
* xyz 0 1
C -6.658 -1.625 -4.028
H 1.161 2.212 -2.701
H 0.209 5.723 -3.772
C 3.573 0.595 4.922
O -0.302 -5.776 4.271
O 3.957 1.143 6.078
P -0.544 -4.424 3.144
H -4.461 1.267 -1.969
H -1.825 -0.844 -2.688
H -0.064 1.612 -1.049
H -2.784 3.174 -2.493
H 2.682 4.519 -4.032
H -1.223 2.403 -2.824
H 2.508 2.876 -4.657
H 4.414 -0.525 1.947
C 7.005 -2.270 4.977
C -6.446 -0.569 -2.925
O 0.757 3.908 -4.640
H -5.718 0.156 -3.302
H -7.388 -0.039 -2.744
H -1.346 4.182 -2.584
O -3.049 -0.080 -1.234
C 2.600 0.740 2.641
H 0.924 -3.998 6.118
H 1.709 3.071 0.119
H 2.709 -1.876 7.015
C 2.028 3.643 -4.037
H 2.811 2.683 -2.259
C -2.894 -0.741 -2.482
H 0.710 -5.826 4.387
N 3.850 1.027 3.499
H -5.193 -0.810 0.193
O 0.305 -4.961 1.679
C 1.848 3.061 -2.620
H -3.311 -1.747 -2.424
H -6.302 0.429 -0.373
O -5.403 -2.154 -4.469
H -0.454 2.149 0.566
H -5.247 -1.841 -1.881
C -5.478 -0.224 -0.689
H 8.702 -3.908 5.026
H 5.427 1.064 2.009
H 1.303 5.850 -5.188
C -1.715 3.208 -2.265
C 7.685 -3.698 4.442
H 6.950 -4.569 4.788
H -4.094 1.348 -0.264
C 0.861 3.519 -0.414
O 7.630 -1.672 6.025
C -0.304 2.507 -0.461
C 0.465 5.297 -4.748
H -6.046 -4.133 -4.269
C -5.180 -3.497 -4.051
N -5.992 -1.181 -1.673
H -4.943 -3.542 -2.983
H -3.346 -0.178 -3.306
C 4.889 0.261 2.709
N 1.345 4.069 -1.684
H 0.564 -1.716 1.700
C 0.621 -3.031 3.849
O -1.550 3.063 -0.862
C 6.056 -0.456 3.638
H 0.535 4.375 0.189
H 1.243 -4.556 1.713
O 5.777 -1.695 4.406
H -7.354 -2.405 -3.710
H 7.825 -3.713 3.268
H 0.574 4.567 -2.120
O 2.183 1.510 1.633
H -7.100 -1.121 -4.895
C 0.977 -1.784 2.793
O 7.277 0.146 3.599
C 2.602 -0.724 4.852
H -4.318 -3.883 -4.605
C 1.212 -3.098 5.402
H -0.406 5.408 -5.404
C -4.265 0.644 -1.088
C 2.248 -1.901 5.937
C 1.994 -0.617 3.333
*
```

Löwdin population analysis, charges in e, atoms 1 to 6: number 1, C, carries -0.2022; number 2, H, carries 0.0965; number 3, H, carries 0.0725; number 4, C, carries -0.2219; number 5, O, carries -0.3795; number 6, O, carries 0.0323

***

[5]
Density functional theory data (wB97M-V/def2-TZVPD) for a molecular structure, C18H20Cl2N3O3ReSi at a distorted geometry.

Strongest force on any atom: 1.64 eV Å⁻¹
Orbital gap (alpha / beta): 7.2 / 6.8 eV
Highest occupied orbital energy (alpha / beta): -11.11 / -11.39 eV
DFT total energy: -64649.258 eV
Relative energy (zero: lowest compared OMol25 entry of this formula, charge and spin): 59.4 kcal per mole

ORCA input file:
```
! wB97M-V def2-TZVPD RIJCOSX def2/J DEFGRID3
* xyz 1 4
C 2.329 -2.249 1.112
O 0.682 1.299 0.480
C 4.113 2.361 1.236
C 1.971 1.305 0.789
C 4.707 1.158 1.509
C -0.555 1.009 -2.640
C 2.757 2.442 0.888
C -3.396 -1.280 1.071
H -3.716 -0.265 1.311
H -0.396 -3.726 0.634
C 4.455 -1.326 1.714
C -1.045 -0.830 3.023
H -0.247 -1.408 3.493
H -0.704 0.203 2.934
C -2.981 3.548 -4.037
H 1.678 -3.100 0.964
H -2.553 3.568 -5.036
Cl 6.376 1.100 1.924
H -2.812 4.524 -3.577
H 5.477 -1.434 2.049
O -1.911 -2.252 -1.425
N 1.822 -1.053 0.844
C 3.636 -2.419 1.565
H -3.690 -1.519 0.050
Si -1.551 -1.581 1.356
C 3.956 -0.040 1.432
H -3.957 2.416 -1.744
C -1.203 -3.449 1.312
Cl 2.042 3.970 0.576
H -1.909 -0.843 3.691
H 4.692 3.273 1.291
C -2.980 2.046 -2.021
C 2.609 0.057 1.029
H -2.098 -3.976 0.979
N -0.913 -2.736 -1.901
H -4.059 3.411 -4.107
H -0.589 2.207 -4.394
H -2.821 0.786 -0.300
C -1.118 1.931 -3.492
C -2.356 1.128 -1.210
C -2.357 2.492 -3.188
O 0.182 -2.248 -1.418
Re 0.078 -0.489 -0.213
N -1.154 0.607 -1.504
H 0.404 0.561 -2.875
H 3.992 -3.418 1.772
H -0.949 -3.811 2.310
H -3.942 -1.946 1.743
*
```

natural (NBO) population analysis, charges in e, atoms 1 to 6: number 1, C, carries 0.1237; number 2, O, carries -0.7236; number 3, C, carries -0.2064; number 4, C, carries 0.3156; number 5, C, carries -0.0483; number 6, C, carries 0.0646

***

[6]
Density functional theory data (wB97M-V/def2-TZVPD) for 2 unconnected molecules or ions with the total composition C4H7ClO at a distorted geometry.

Strongest force on any atom: 5.73 eV Å⁻¹
Orbital gap: 9.3 eV
Highest occupied orbital energy: -8.73 eV
DFT total energy: -18828.862 eV
Relative energy (zero: lowest compared OMol25 entry of this formula, charge and spin): 61.5 kcal per mole

ORCA input file:
```
! wB97M-V def2-TZVPD RIJCOSX def2/J DEFGRID3
* xyz 0 1
H 1.159 -0.568 -1.186
H 1.710 1.477 0.238
C -1.912 -0.433 0.035
H 0.220 -1.961 -0.536
Cl -2.885 0.947 0.051
C 0.908 -1.117 -0.169
H 0.087 -0.054 1.556
C 0.176 0.000 0.527
O -2.192 -1.552 -0.021
H 1.862 -1.355 0.302
H -0.078 2.079 0.340
H 0.382 1.254 -1.082
C 0.564 1.283 -0.055
*
```

natural (NBO) population analysis, charges in e, atoms 1 to 6: number 1, H, carries 0.1952; number 2, H, carries 0.2160; number 3, C, carries 0.4592; number 4, H, carries 0.2492; number 5, Cl, carries -0.0087; number 6, C, carries -0.6675